Density functional theory data (the ωB97M-V functional and the def2-TZVPD basis) for a 16-piece molecular cluster, C100H214N10O14 overall at a distorted geometry.

Last columns: bonded neighbours and bond lengths (Å).
Cartesian coordinates (Å):
1 C -3.96946 7.83650 -1.35965  H84 1.104, C240 1.511, H289 1.079, H333 1.079
2 H -1.92219 4.00414 1.64184  C59 1.114
3 H 0.40191 -2.92583 4.41855  C124 1.056
4 C -2.96107 -1.00738 4.45702  O102 1.514, O195 1.294, O203 1.245
5 H 2.19345 1.00370 -2.25329  C49 1.092
6 C 0.95465 5.56929 -2.48998  O22 1.286, O112 1.228, C226 1.554
7 H -4.16773 -5.48372 -3.14704  C232 1.047
8 H 0.95747 -2.11550 -5.25833  C266 1.109
9 C -0.06995 -6.70435 5.75755  H23 1.099, H55 1.080, H149 1.092, C322 1.519
10 H 3.22165 -8.56919 -1.30527  C30 1.075
11 H -1.74402 4.98596 -2.87728  C316 1.105
12 N 2.70579 1.54982 -6.43561  C81 1.458, C210 1.520, C303 1.530, C336 1.457
13 H -4.88376 4.89208 1.41251  C281 1.136
14 H 4.65200 -6.52757 -1.80290  C293 1.110
15 O -2.20494 -5.89754 -0.76053  C235 1.251
16 H -2.51597 -8.98848 -4.14721  C279 1.067
17 H -1.68391 2.70979 7.32096  C284 1.101
18 H 0.89668 -3.57081 -4.40446  C266 1.071
19 H -1.02464 4.92439 7.52459  C40 1.092
20 H -0.21640 5.72680 -6.05704  C206 1.113
21 H -1.52956 3.91016 3.69452  C24 1.095
22 O 0.83657 4.56308 -1.69715  C6 1.286
23 H 0.88202 -7.24338 5.65721  C9 1.099
24 C -1.30651 3.91359 4.76681  H21 1.095, C98 1.476, C242 1.523, H318 1.106
25 O -3.20316 -4.37666 0.57298  C235 1.237
26 C -1.56166 -0.87725 -0.08102  C74 1.490, N128 1.481, H271 1.131, H317 1.078
27 H 4.87136 -2.87248 -2.50145  C96 1.106
28 H -0.30917 1.69457 1.71158  C241 1.107
29 H -2.82218 4.04615 -3.85659  C316 1.101
30 C 3.50884 -7.96046 -0.46714  H10 1.075, C138 1.476, H257 1.096, C293 1.551
31 H -2.82322 -1.60980 -5.75516  C265 1.093
32 C -0.68810 5.78112 1.29818  C34 1.484, C59 1.541, H111 1.094, H335 1.098
33 H -1.91872 -2.56357 -1.30913  C74 1.095
34 C 0.50586 4.90979 1.16849  C32 1.484, N73 1.474, H77 1.087, H285 1.065
35 H 1.35907 6.58125 -0.64984  C192 1.057
36 H 4.73890 4.22389 -6.10718  C292 1.125
37 H 5.13196 1.40628 4.47959  C71 1.103
38 H 0.00814 2.27316 -7.04438  C65 1.077
39 H -2.11640 -6.39139 -2.67812  C129 1.095
40 C -0.22611 4.96187 6.78066  H19 1.092, C98 1.555, H114 1.115, C321 1.519
41 C -1.69303 0.73559 9.25796  H118 1.085, C127 1.544, H261 1.095, H267 1.089
42 O -3.61770 2.37485 -0.25075  C44 1.309
43 C -6.37392 1.50377 3.82274  H54 1.079, H216 1.091, H252 1.115, N291 1.470
44 C -4.02221 2.89555 -1.38181  O42 1.309, C126 1.533, O144 1.263
45 C 4.32211 -2.74766 -0.40394  C96 1.477, H125 1.110, H134 1.081, N209 1.492
46 H -1.73241 1.53029 0.67027  C241 1.084
47 H 0.42182 2.65327 4.27534  C242 1.090
48 H 0.40032 -4.96327 4.51856  C322 1.065
49 C 1.65807 1.82194 -1.76658  H5 1.092, H63 1.083, H66 1.083, C68 1.495
50 H 4.59925 5.64728 1.49102  C166 1.101
51 C -4.86806 0.65506 2.03762  H99 1.119, C122 1.579, H290 1.079, N291 1.536
52 H -5.20436 -8.05743 -4.39980  C323 1.092
53 H 5.68667 1.34248 -6.70514  C197 1.121
54 H -7.28014 0.99060 3.53859  C43 1.079
55 H -0.38879 -6.81340 6.78381  C9 1.080
56 C 2.85317 4.58893 0.73891  N73 1.523, C166 1.550, H243 1.080, H278 1.091
57 H 6.04680 3.77504 -7.22855  C292 1.087
58 C 7.14716 -2.57451 -0.92055  H163 1.092, H218 1.037, C308 1.492, C337 1.550
59 C -2.02708 5.02347 1.20477  H2 1.114, C32 1.541, H253 1.111, H327 1.078
60 C 5.26094 1.96944 -1.97254  H80 1.085, H309 1.107, H325 1.101, C334 1.546
61 C 1.81092 -2.37742 7.34540  H76 1.106, N97 1.489, C117 1.597, H239 1.078
62 H -4.97634 -5.75729 0.61748  O215 0.981
63 H 2.37658 2.24030 -1.07265  C49 1.083
64 H 2.41721 -3.28652 -5.18090  C266 1.111
65 C 0.08134 1.40222 -6.41432  H38 1.077, H154 1.071, C303 1.522, C312 1.548
66 H 1.46507 2.56156 -2.53372  C49 1.083
67 H 0.50096 -8.59027 -0.86163  C148 1.099
68 C 0.36473 1.38915 -1.15349  C49 1.495, H85 1.101, H168 1.076, C306 1.535
69 H 1.09552 -8.25081 2.75965  C132 1.078
70 H 1.46723 4.11239 6.00719  C321 1.114
71 C 4.53210 1.89650 3.69473  H37 1.103, H189 1.077, H224 1.096, C233 1.518
72 O 2.46759 -0.82636 -3.70207  C133 1.257
73 N 1.80261 5.61070 1.15195  C34 1.474, C56 1.523, C192 1.498, C212 1.477
74 C -1.07926 -2.10096 -0.78051  C26 1.490, H33 1.095, C139 1.501, H296 1.085
75 H 3.69660 -0.56758 -1.34838  C191 1.087
76 H 1.58062 -1.30165 7.22971  C61 1.106
77 H 0.47074 4.18647 1.97878  C34 1.087
78 H 3.94650 -2.16980 7.65895  C117 1.107
79 H 3.54685 2.49324 -4.77937  C210 1.093
80 H 4.27500 2.14420 -2.39057  C60 1.085
81 C 2.68997 2.77748 -7.22206  N12 1.458, H228 1.062, C245 1.532, H332 1.100
82 H 1.53465 5.95806 -4.54767  C226 1.060
83 H 5.84006 2.19028 -5.17283  C197 1.091
84 H -4.67778 7.10030 -0.94190  C1 1.104
85 H -0.07989 2.25175 -0.63440  C68 1.101
86 H 2.12585 -6.81071 2.46061  C132 1.100
87 C 0.15216 -6.63522 0.73485  C187 1.488, N207 1.497, H283 1.111, H310 1.100
88 H -2.24045 -4.52195 -3.42248  C331 1.092
89 H 3.90057 0.37721 -7.65581  C336 1.058
90 H -1.62295 0.55335 2.27325  C241 1.070
91 H 1.28279 3.55451 7.68550  C321 1.074
92 H -5.80742 5.77957 2.65062  C281 1.086
93 H 1.30993 7.57958 0.74008  C192 1.076
94 H 1.84090 -4.95083 6.46667  C236 1.096
95 H 0.80040 -0.51173 2.24189  C264 1.121
96 C 4.97614 -3.41861 -1.54505  H27 1.106, C45 1.477, H121 1.086, C308 1.496
97 N 0.84095 -3.03212 6.42550  C61 1.489, C124 1.458, C193 1.459, C236 1.490
98 C -0.76438 5.16244 5.33612  C24 1.476, C40 1.555, H153 1.077, H276 1.092
99 H -4.09082 0.37265 2.79094  C51 1.119
100 H -2.22615 7.89516 -2.62306  C240 1.101
101 C 3.22338 7.36852 -0.05502  H181 1.099, C192 1.498, H237 1.067, C244 1.551
102 O -3.57479 -1.87216 5.53778  C4 1.514, H182 0.995
103 H -1.24848 6.13398 -8.22304  C227 1.090
104 N -2.93450 -6.21176 -4.50163  C129 1.459, C176 1.478, C232 1.488, C331 1.576
105 H 0.06892 -3.88896 -0.39795  C139 1.093
106 O 2.79758 0.20058 3.77676  C233 1.253
107 H -1.12271 -5.05957 -4.71515  C331 1.134
108 H -1.85693 -8.15097 -0.33634  C136 1.087
109 H -4.03623 6.66281 -6.01344  C146 1.131
110 H -2.11167 4.36017 -6.72436  C221 1.109
111 H -0.65358 6.35228 2.23014  C32 1.094
112 O 0.42909 6.67792 -2.43636  C6 1.228
113 H -1.20053 4.40201 -4.43432  C316 1.062
114 H 0.40404 5.84804 7.02849  C40 1.115
115 H 2.76894 5.39352 -3.46321  C226 1.054
116 H -7.56312 4.11681 2.74879  C219 1.108
117 C 3.31633 -2.68961 6.91252  C61 1.597, H78 1.107, H165 1.083, C294 1.513
118 H -2.34998 1.48926 9.68019  C41 1.085
119 H -0.93301 2.28085 -4.63879  C312 1.091
120 H -4.35145 -2.15193 1.91680  C161 1.099
121 H 4.33743 -4.28930 -1.66233  C96 1.086
122 C -5.88349 -0.54134 1.86639  C51 1.579, C161 1.566, H179 1.092, H234 1.099
123 H -1.21445 0.54115 -4.82702  C312 1.095
124 C 1.16132 -2.59325 5.07264  H3 1.056, N97 1.458, C183 1.498, H194 1.113
125 H 3.31758 -2.45741 -0.77576  C45 1.110
126 C -4.51138 1.90576 -2.44483  C44 1.533, H172 1.095, H269 1.087, H272 1.077
127 C -0.47744 1.25049 8.45801  C41 1.544, H143 1.107, H280 1.077, C284 1.521
128 N -0.50833 -0.17498 0.68766  C26 1.481, C241 1.562, C264 1.491, C306 1.490
129 C -2.08261 -6.98103 -3.60033  H39 1.095, N104 1.459, C279 1.513, H320 1.076
130 H 2.79409 -6.22134 0.61986  C138 1.116
131 H -1.02418 -4.77479 5.45945  C322 1.092
132 C 1.83664 -7.81310 2.11069  H69 1.078, H86 1.100, N207 1.466, H250 1.107
133 C 2.06559 -1.98369 -3.42240  O72 1.257, C266 1.534, O270 1.291
134 H 4.31041 -3.33010 0.50672  C45 1.081
135 H 3.89140 4.16513 -8.42004  C245 1.087
136 C -1.59989 -8.33850 0.70355  H108 1.087, C187 1.533, C263 1.528, H295 1.080
137 H -3.87798 -7.67918 -1.68278  C170 1.108
138 C 2.44077 -7.02205 -0.07189  C30 1.476, H130 1.116, N207 1.534, H326 1.073
139 C -0.44367 -3.09313 0.14926  C74 1.501, H105 1.093, C171 1.571, H301 1.087
140 H -3.68772 2.73294 2.13277  C214 1.098
141 H 4.38166 1.46191 -0.18784  C334 1.072
142 H 1.24818 6.38982 2.93601  C212 1.091
143 H 0.12386 1.90803 9.11564  C127 1.107
144 O -3.97967 4.12115 -1.68405  C44 1.263
145 H -5.73855 -7.20873 -2.96630  C323 1.071
146 C -3.48754 5.70856 -5.75150  H109 1.131, C221 1.487, H273 1.071, N277 1.527
147 H -3.93784 -3.55993 -4.96357  C305 1.103
148 C 0.75290 -8.85892 0.17330  H67 1.099, N207 1.490, C263 1.522, H324 1.112
149 H -0.84548 -7.20479 5.17453  C9 1.092
150 H 6.95453 -0.83100 0.26579  C337 1.076
151 H -0.92992 -7.39693 2.47079  C187 1.105
152 H 4.92432 4.37485 0.36684  C166 1.102
153 H 0.08287 5.53219 4.78343  C98 1.077
154 H -0.07127 0.54712 -7.04131  C65 1.071
155 C -4.73782 4.11630 3.43628  H202 1.116, C214 1.481, C281 1.541, H330 1.066
156 N 0.13410 2.50845 6.30125  C242 1.478, C284 1.485, C299 1.506, C321 1.501
157 H 3.91755 0.71042 -4.88726  C210 1.105
158 H -1.47925 1.22215 6.54944  C284 1.094
159 H 2.59882 -0.47852 -6.79110  C336 1.062
160 H 2.29194 0.55829 -8.21373  C336 1.104
161 C -5.21540 -1.84400 1.31075  H120 1.099, C122 1.566, H204 1.093, H287 1.103
162 C -1.55789 7.01006 -4.88648  H167 1.068, H169 1.100, C206 1.502, N277 1.445
163 H 8.04357 -2.96127 -0.43128  C58 1.092
164 C -3.63607 6.56701 -3.51216  C240 1.525, H247 1.110, N277 1.545, H328 1.110
165 H 3.42732 -3.75993 7.03631  C117 1.083
166 C 4.24914 5.22972 0.53400  H50 1.101, C56 1.550, H152 1.102, C244 1.534
167 H -0.90027 7.18207 -4.06236  C162 1.068
168 H -0.32238 1.11036 -1.93346  C68 1.076
169 H -2.04713 7.97746 -5.07423  C162 1.100
170 C -3.93382 -8.21483 -2.65096  H137 1.108, C279 1.529, H311 1.099, C323 1.530
171 C 0.66021 -2.37445 1.00494  C139 1.571, H173 1.080, H256 1.074, C264 1.513
172 H -5.09156 1.08992 -2.00023  C126 1.095
173 H 1.50641 -2.19572 0.35887  C171 1.080
174 H 0.80282 0.62116 5.61351  C299 1.065
175 H -1.80011 -6.27772 1.43922  C187 1.076
176 C -2.85165 -6.73412 -5.88222  N104 1.478, H180 1.101, H201 1.092, H248 1.101
177 H 1.38748 2.23189 -4.90314  C303 1.122
178 H -1.89072 -8.75716 -2.46306  C279 1.104
179 H -6.41169 -0.66530 2.81353  C122 1.092
180 H -3.33006 -7.72447 -5.92692  C176 1.101
181 H 3.06502 8.14666 -0.81469  C101 1.099
182 H -4.21355 -1.16813 5.83247  O102 0.995
183 C 2.52845 -2.98998 4.60465  C124 1.498, H255 1.087, H268 1.087, C294 1.577
184 H 5.52221 -7.93853 -1.17653  C293 1.091
185 H 5.24221 -0.77587 -1.99903  C191 1.046
186 H -2.03223 1.61114 -5.82912  C312 1.085
187 C -1.08838 -7.08468 1.42281  C87 1.488, C136 1.533, H151 1.105, H175 1.076
188 H 3.04332 6.50471 2.67721  C212 1.085
189 H 4.54442 2.97273 3.72467  C71 1.077
190 H 4.59527 -2.64091 5.25349  C294 1.093
191 C 4.75472 -0.43829 -1.13734  H75 1.087, H185 1.046, N209 1.542, C334 1.553
192 C 1.86961 6.80366 0.24822  H35 1.057, N73 1.498, H93 1.076, C101 1.498
193 C -0.51384 -2.68029 6.83595  N97 1.459, H225 1.073, H231 1.093, H338 1.104
194 H 1.08515 -1.48382 5.01711  C124 1.113
195 O -3.11230 0.25310 4.70886  C4 1.294
196 H 0.97458 -0.60216 -0.74117  C306 1.086
197 C 5.18564 2.09326 -6.03985  H53 1.121, H83 1.091, C210 1.534, C292 1.559
198 H -1.28645 -2.44152 -6.13024  C265 1.086
199 H -3.03018 -4.16732 -6.33093  C305 1.101
200 H 6.11619 1.06460 -0.23701  C334 1.088
201 H -1.81272 -6.82371 -6.20575  C176 1.092
202 H -3.87034 4.77061 3.69213  C155 1.116
203 O -2.38150 -1.61079 3.53537  C4 1.245
204 H -4.91265 -1.79171 0.26221  C161 1.093
205 H 1.54683 1.26096 7.14835  C299 1.070
206 C -0.82698 6.65340 -6.14902  H20 1.113, C162 1.502, C227 1.558, H275 1.083
207 N 1.29383 -7.60245 0.76489  C87 1.497, C132 1.466, C138 1.534, C148 1.490
208 H 5.13030 -0.25808 1.70786  C220 1.089
209 N 5.00292 -1.47613 -0.02404  C45 1.492, C191 1.542, C220 1.468, C337 1.490
210 C 3.84252 1.66807 -5.43283  N12 1.520, H79 1.093, H157 1.105, C197 1.534
211 H 1.45519 0.47688 0.54527  C306 1.101
212 C 2.14851 5.90302 2.55792  N73 1.477, H142 1.091, H188 1.085, H300 1.077
213 H -7.24392 4.41466 1.03151  C219 1.095
214 C -4.33333 2.75312 3.02107  H140 1.098, C155 1.481, N291 1.528, H297 1.120
215 O -4.33963 -6.19458 0.01279  H62 0.981, C235 1.425
216 H -6.52019 2.32762 4.52246  C43 1.091
217 O 2.36908 2.28348 3.01208  C233 1.277
218 H 7.46982 -2.06313 -1.76346  C58 1.037
219 C -6.81133 3.99282 1.94501  H116 1.108, H213 1.095, C281 1.518, C329 1.539
220 C 4.45247 -0.96931 1.23861  H208 1.089, N209 1.468, H230 1.088, H246 1.091
221 C -2.73190 5.25194 -6.94820  H110 1.109, C146 1.487, C227 1.510, H254 1.101
222 H 5.12816 6.58295 -0.81770  C244 1.097
223 H -0.70162 -1.37871 2.39459  C264 1.097
224 H 4.99530 1.63131 2.73710  C71 1.096
225 H -0.59258 -1.61221 6.77519  C193 1.073
226 C 1.77111 5.26849 -3.77804  C6 1.554, H82 1.060, H115 1.054, H314 1.106
227 C -1.81321 6.38968 -7.32618  H103 1.090, C206 1.558, C221 1.510, H258 1.079
228 H 2.28992 3.53103 -6.58991  C81 1.062
229 H -7.14432 1.90807 1.37430  C329 1.102
230 H 4.45969 -1.84087 1.88966  C220 1.088
231 H -0.62374 -2.97578 7.88251  C193 1.093
232 C -4.32870 -6.06839 -4.00100  H7 1.047, N104 1.488, H319 1.063, C323 1.535
233 C 3.10527 1.39535 3.55951  C71 1.518, O106 1.253, O217 1.277
234 H -6.64662 -0.18529 1.16004  C122 1.099
235 C -3.14381 -5.42509 -0.08149  O15 1.251, O25 1.237, O215 1.425
236 C 0.83670 -4.51742 6.54430  H94 1.096, N97 1.490, H251 1.107, C322 1.549
237 H 3.74382 7.72497 0.80565  C101 1.067
238 H -0.77920 -10.28112 0.18321  C263 1.074
239 H 1.66090 -2.75933 8.34235  C61 1.078
240 C -2.97300 7.16515 -2.27546  C1 1.511, H100 1.101, C164 1.525, H282 1.059
241 C -1.15395 1.03232 1.43942  H28 1.107, H46 1.084, H90 1.070, N128 1.562
242 C -0.43507 2.67839 4.94838  C24 1.523, H47 1.090, N156 1.478, H260 1.073
243 H 2.43618 4.27057 -0.20478  C56 1.080
244 C 4.10811 6.22821 -0.62244  C101 1.551, C166 1.534, H222 1.097, H274 1.055
245 C 4.00805 3.25105 -7.84388  C81 1.532, H135 1.087, C292 1.500, H304 1.110
246 H 3.43134 -0.59530 1.14604  C220 1.091
247 H -4.31316 7.28196 -4.02384  C164 1.110
248 H -3.42013 -6.05290 -6.53365  C176 1.101
249 H 6.46033 -2.40009 1.10095  C337 1.091
250 H 2.69907 -8.50332 2.04014  C132 1.107
251 H 0.36588 -4.71957 7.52538  C236 1.107
252 H -5.78289 0.77906 4.42956  C43 1.115
253 H -2.80315 5.52172 1.82445  C59 1.111
254 H -3.35297 4.93280 -7.79912  C221 1.101
255 H 2.78790 -4.02143 4.38048  C183 1.087
256 H 0.99565 -3.01324 1.79997  C171 1.074
257 H 3.89131 -8.58207 0.35030  C30 1.096
258 H -2.37494 7.26478 -7.61241  C227 1.079
259 H 1.56341 0.46589 -5.12852  C303 1.082
260 H -1.06485 1.81719 4.83045  C242 1.073
261 H -2.30548 0.10309 8.60659  C41 1.095
262 H 5.07303 -6.58928 -0.06467  C293 1.084
263 C -0.52532 -9.42306 0.77647  C136 1.528, C148 1.522, H238 1.074, H302 1.070
264 C 0.07784 -1.14069 1.66009  H95 1.121, N128 1.491, C171 1.513, H223 1.097
265 C -2.14307 -2.41340 -5.46299  H31 1.093, H198 1.086, H288 1.117, C305 1.533
266 C 1.58670 -2.78588 -4.63880  H8 1.109, H18 1.071, H64 1.111, C133 1.534
267 H -1.21489 0.15616 10.04676  C41 1.089
268 H 2.56672 -2.45254 3.66057  C183 1.087
269 H -3.64164 1.44884 -2.90964  C126 1.087
270 O 2.06334 -2.53440 -2.25437  C133 1.291
271 H -2.31722 -1.26824 0.66384  C26 1.131
272 H -5.24652 2.32999 -3.10849  C126 1.077
273 H -4.23729 5.00522 -5.45038  C146 1.071
274 H 3.80649 5.78813 -1.53306  C244 1.055
275 H -0.13790 7.43284 -6.45037  C206 1.083
276 H -1.48768 5.98080 5.32638  C98 1.092
277 N -2.61016 6.07532 -4.55728  C146 1.527, C162 1.445, C164 1.545, C316 1.520
278 H 2.83971 3.79531 1.48798  C56 1.091
279 C -2.54513 -8.38265 -3.26914  H16 1.067, C129 1.513, C170 1.529, H178 1.104
280 H 0.06395 0.36237 8.17942  C127 1.077
281 C -5.56466 4.77577 2.31484  H13 1.136, H92 1.086, C155 1.541, C219 1.518
282 H -2.51448 6.34815 -1.78178  C240 1.059
283 H 0.56740 -5.67709 1.11396  C87 1.111
284 C -0.92144 1.92923 7.17116  H17 1.101, C127 1.521, N156 1.485, H158 1.094
285 H 0.49982 4.41115 0.22771  C34 1.065
286 H 1.94908 1.87011 5.50492  C299 1.081
287 H -6.00272 -2.61709 1.32061  C161 1.103
288 H -1.75019 -2.10327 -4.46483  C265 1.117
289 H -3.41836 8.32837 -0.57345  C1 1.079
290 H -4.36181 0.96155 1.13592  C51 1.079
291 N -5.53945 1.88234 2.67279  C43 1.470, C51 1.536, C214 1.528, C329 1.488
292 C 5.09516 3.43614 -6.82688  H36 1.125, H57 1.087, C197 1.559, C245 1.500
293 C 4.77468 -7.18673 -0.91852  H14 1.110, C30 1.551, H184 1.091, H262 1.084
294 C 3.60241 -2.25257 5.49277  C117 1.513, C183 1.577, H190 1.093, H307 1.098
295 H -2.59844 -8.63253 0.99084  C136 1.080
296 H -0.35144 -1.87309 -1.55216  C74 1.085
297 H -3.95419 2.14028 3.87862  C214 1.120
298 H 6.49260 -4.57506 -0.55978  C308 1.094
299 C 1.19564 1.44971 6.15552  N156 1.506, H174 1.065, H205 1.070, H286 1.081
300 H 2.24246 4.90898 2.96119  C212 1.077
301 H -1.19501 -3.50424 0.81803  C139 1.087
302 H -0.45003 -9.74530 1.79411  C263 1.070
303 C 1.39992 1.39778 -5.65381  N12 1.530, C65 1.522, H177 1.122, H259 1.082
304 H 4.25583 2.53298 -8.65320  C245 1.110
305 C -2.91089 -3.73367 -5.32548  H147 1.103, H199 1.101, C265 1.533, C331 1.549
306 C 0.64020 0.25211 -0.15955  C68 1.535, N128 1.490, H196 1.086, H211 1.101
307 H 3.64069 -1.17473 5.28582  C294 1.098
308 C 6.40568 -3.80282 -1.33048  C58 1.492, C96 1.496, H298 1.094, H315 1.104
309 H 5.58503 2.93337 -1.53456  C60 1.107
310 H -0.02266 -6.50895 -0.34369  C87 1.100
311 H -4.38188 -9.20289 -2.47707  C170 1.099
312 C -1.05800 1.47973 -5.36943  C65 1.548, H119 1.091, H123 1.095, H186 1.085
313 H -5.62833 2.72616 0.76248  C329 1.087
314 H 1.52552 4.21304 -4.00074  C226 1.106
315 H 6.85165 -4.20631 -2.25593  C308 1.104
316 C -2.03839 4.81551 -3.92858  H11 1.105, H29 1.101, H113 1.062, N277 1.520
317 H -2.08043 -0.24353 -0.78135  C26 1.078
318 H -2.27855 3.71039 5.25411  C24 1.106
319 H -4.86122 -5.64648 -4.81845  C232 1.063
320 H -1.05982 -6.94450 -3.93259  C129 1.076
321 C 0.74120 3.79134 6.78915  C40 1.519, H70 1.114, H91 1.074, N156 1.501
322 C -0.02438 -5.21516 5.46188  C9 1.519, H48 1.065, H131 1.092, C236 1.549
323 C -4.87954 -7.43348 -3.56457  H52 1.092, H145 1.071, C170 1.530, C232 1.535
324 H 1.60646 -9.56925 0.11428  C148 1.112
325 H 5.99931 1.67970 -2.73665  C60 1.101
326 H 2.00086 -6.53640 -0.92171  C138 1.073
327 H -2.42344 4.82580 0.22183  C59 1.078
328 H -4.21281 5.64710 -3.27920  C164 1.110
329 C -6.30255 2.58159 1.60313  C219 1.539, H229 1.102, N291 1.488, H313 1.087
330 H -5.31507 4.00928 4.32606  C155 1.066
331 C -2.20302 -4.81568 -4.47315  H88 1.092, N104 1.576, H107 1.134, C305 1.549
332 H 2.02232 2.59271 -8.07629  C81 1.100
333 H -4.57269 8.53914 -1.91373  C1 1.079
334 C 5.16556 1.01162 -0.76313  C60 1.546, H141 1.072, C191 1.553, H200 1.088
335 H -0.57882 6.60149 0.57634  C32 1.098
336 C 2.90163 0.39875 -7.30696  N12 1.457, H89 1.058, H159 1.062, H160 1.104
337 C 6.44380 -1.77591 0.20599  C58 1.550, H150 1.076, N209 1.490, H249 1.091
338 H -1.26279 -3.19427 6.20847  C193 1.104

Kohn-Sham gap: 8.12 eV
Net charge: +4
Calculated total energy: -5538.420605 Ha
Largest force on an atom: 3.29 eV Å⁻¹